No. 1
Molecular formula: C3H4N2OS
Method: DFT, the ωB97M-V functional and the def2-TZVPD basis

Last column: Mulliken charge in e.
Atoms and positions in Å:
C1 0.1944 0.5755 0.3780  -0.62
N1 0.4842 -0.8090 0.0812  -0.03
S1 0.0657 -1.6492 -1.3077  -0.19
C2 1.4246 -1.4091 0.8021  0.63
O1 2.0001 -0.8512 1.7012  -0.55
C3 1.5757 -2.8174 0.4853  0.20
N2 1.6340 -3.9504 0.3186  -0.36
H1 -0.1276 0.6822 1.5048  0.25
H2 1.0267 1.3095 0.3886  0.27
H3 -0.6146 0.8362 -0.3611  0.22
H4 -1.0258 -2.4452 -0.9193  0.17

highest occupied orbital energy = -10.17 eV
SMILES = CN(S)C(=O)C#N
lowest unoccupied orbital energy = 0.341 eV
orbital gap = 10.516 eV
relative energy (zero: lowest compared OMol25 entry of this formula, charge and spin) = 1.9331 eV
E_tot = -19037.115 eV

***

No. 2
Molecular formula: C2H5N3S2
Method: DFT, the ωB97M-V functional and the def2-TZVPD basis

Last column: Mulliken charge in e.
Atoms and positions in Å:
C1 0.4368 -1.0283 -1.5962  -0.31
N1 0.3061 0.2371 -1.5655  -0.57
N2 0.5850 0.9869 -0.4263  0.08
C2 0.4763 0.5105 0.9000  0.30
S1 1.5487 1.0340 2.0146  -0.39
N3 -0.5341 -0.3494 1.1332  -0.27
S2 -2.0589 -0.2460 0.4121  -0.11
H1 0.8983 -1.5724 -0.7707  0.31
H2 0.1593 -1.5398 -2.5122  0.28
H3 1.2270 1.7508 -0.5628  0.24
H4 -0.5197 -0.6979 2.0707  0.27
H5 -2.5247 0.9146 0.9031  0.14

highest occupied orbital energy = -8.55 eV
SMILES = C=NNC(=S)NS
lowest unoccupied orbital energy = 0.116 eV
orbital gap = 8.667 eV
relative energy (zero: lowest compared OMol25 entry of this formula, charge and spin) = 2.8440 eV
E_tot = -28293.824 eV

***

No. 3
Molecular formula: C4H17NO3
Method: DFT, the ωB97M-V functional and the def2-TZVPD basis

Last column: Mulliken charge in e.
Atoms and positions in Å:
C1 0.1325 -1.3313 -0.6480  -0.66
N1 -0.9293 -0.3778 -0.6222  -0.01
C2 0.0250 1.8631 -0.7675  -1.35
C3 -0.6553 0.8194 0.1220  0.64
C4 0.1644 0.5756 1.4184  -1.30
H1 1.0834 -0.8365 -0.9126  0.26
H2 -0.1295 -2.1104 -1.3682  0.35
H3 0.3043 -1.8506 0.3197  0.35
H4 -3.6362 0.2080 -1.6057  -0.23
H5 1.0207 1.5589 -1.0938  0.18
H6 0.0808 2.8209 -0.2635  0.41
H7 -0.5344 2.0291 -1.6902  0.40
H8 -1.6239 1.2077 0.4304  0.34
H9 0.1200 1.4816 2.0134  0.47
H10 1.1840 0.2799 1.2153  0.30
H11 -0.3187 -0.1885 2.0206  0.35
H12 -3.0897 -1.7177 1.3213  0.22
H13 3.5438 -1.8083 1.0542  0.26
O1 2.6491 -1.4667 0.9190  -0.69
H14 -1.7305 -0.8768 -0.0200  0.43
H15 -4.2629 0.0696 -1.9838  0.22
O2 -2.4053 -1.0461 1.2074  -0.62
H16 2.7606 -0.6161 0.2811  0.34
H17 3.5412 0.8126 -0.8613  0.15
O3 2.7058 0.5004 -0.4860  -0.78

highest occupied orbital energy = -8.90 eV
lowest unoccupied orbital energy = -4.938 eV
orbital gap = 3.957 eV
relative energy (zero: lowest compared OMol25 entry of this formula, charge and spin) = 8.8729 eV
E_tot = -12047.874 eV

***

No. 4
Molecular formula: C14H19ClMgO
Method: DFT, the ωB97M-V functional and the def2-TZVPD basis

Last column: Mulliken charge in e.
Atoms and positions in Å:
C1 0.9650 -2.3236 -0.0258  -0.55
C2 1.0636 -1.6660 -1.2723  -0.73
C3 -0.2570 -1.3198 -1.7022  -0.70
H1 1.9328 -1.5597 -1.8996  0.42
C4 -1.1643 -1.6791 -0.6413  -0.79
C5 -0.4085 -2.3293 0.3710  -0.36
H2 -0.8191 -2.8905 1.2103  0.59
H3 1.7655 -2.7655 0.5590  0.38
H4 -0.5598 -1.1481 -2.7386  0.67
H5 -2.2530 -1.5493 -0.6571  0.29
Mg1 0.0540 0.9240 -0.6802  0.71
Cl1 1.8392 2.4358 -0.7586  -0.73
C6 0.0826 2.2850 -3.1454  -1.14
C7 -1.1393 1.6831 -3.5727  -0.38
C8 -0.8136 0.4996 -4.3017  -0.54
H6 -2.1296 2.1016 -3.4189  0.38
C9 0.6130 0.3532 -4.3020  -0.56
C10 1.1673 1.4489 -3.5978  -0.26
H7 2.2288 1.6315 -3.4444  0.32
H8 0.1612 3.2455 -2.6309  0.59
H9 -1.5186 -0.1641 -4.7869  0.49
H10 1.1767 -0.4367 -4.7812  0.41
C11 -1.4325 0.0158 3.4406  -1.70
C12 -0.1304 0.2840 2.6922  1.41
C13 0.3556 1.5087 3.4238  -1.70
C14 0.6562 -0.8812 3.2172  -1.55
O1 -0.2526 0.5608 1.3404  -0.38
H11 -1.1363 -0.0293 4.5141  0.44
H12 -1.8658 -0.9545 3.1894  0.36
H13 -2.2032 0.7867 3.2952  0.36
H14 0.3792 1.3308 4.5199  0.33
H15 1.3502 1.7768 3.0926  0.42
H16 -0.2610 2.3645 3.1628  0.41
H17 0.2081 -1.8587 3.0201  0.33
H18 1.7310 -0.9037 2.9903  0.28
H19 0.6145 -0.7771 4.3186  0.50

highest occupied orbital energy = -0.42 eV
lowest unoccupied orbital energy = 5.336 eV
charge = -2
orbital gap = 5.753 eV
relative energy (zero: lowest compared OMol25 entry of this formula, charge and spin) = 0.0000 eV
E_tot = -34841.268 eV